# C5H13NO

A 2-piece molecular cluster, C5H13NO overall in a non-equilibrium geometry (ωB97M-V/def2-TZVPD, the Open Molecules 2025 dataset).

Computed properties:
HOMO energy	-8.794	eV
gap between HOMO and LUMO	0.3572	hartree
SMILES string	C=C(C)CCN.O
max |F|	1.7	eV Å⁻¹
spin multiplicity	1

```
20
Properties=species:S:1:pos:R:3:forces:R:3:nbo_charge:R:1
C 0.42997 0.94351 -0.80452 -1.150 0.518 -0.805 -0.199
C -0.21206 0.29682 0.43317 1.651 0.289 0.086 -0.456
C -0.84443 -1.01045 0.06852 -0.831 -1.221 -0.235 0.031
C -0.24811 -2.18691 0.23410 1.190 0.114 0.926 -0.415
C -2.19549 -1.00101 -0.60958 0.308 0.214 -0.571 -0.651
N 1.67242 0.32490 -1.16015 0.615 0.173 0.303 -0.884
H -0.37938 0.91848 -1.56515 0.493 -0.145 -0.244 0.157
H 0.61738 2.01275 -0.68777 -0.071 0.082 0.453 0.181
H 0.64783 0.15666 1.10325 -0.373 -0.529 0.163 0.206
H -0.83459 1.01767 0.96093 -0.482 -0.181 -0.259 0.235
H -0.61804 -3.18244 0.02620 -0.526 0.287 -0.364 0.201
H 0.72539 -2.22683 0.72009 0.025 0.131 -0.001 0.183
H -2.05896 -0.80060 -1.68498 -0.147 0.734 0.346 0.219
H -2.83578 -0.27851 -0.10593 -0.260 0.080 -0.407 0.214
H -2.68936 -1.96792 -0.67763 0.116 -0.200 0.683 0.221
H 1.81040 -0.63699 -0.93222 -0.212 -0.378 -0.174 0.377
H 2.22078 0.65843 -1.93891 -0.449 -0.074 0.102 0.379
H 1.56408 1.78474 1.61675 -0.144 0.431 1.055 0.472
H 1.83777 3.01654 2.49030 -0.074 -0.134 0.080 0.468
O 1.39018 2.16117 2.51354 0.322 -0.191 -1.135 -0.939
```
Forces are in eV/Å.

=====

# C4HFO3

A single C4HFO3 molecule in a non-equilibrium geometry (ωB97M-V/def2-TZVPD, the Open Molecules 2025 dataset).

Computed properties:
HOMO energy	-10.615	eV
gap between HOMO and LUMO	0.3158	hartree
SMILES string	O=C1OC=C(F)C1=O
max |F|	7.4	eV Å⁻¹
spin multiplicity	1

```
9
Properties=species:S:1:pos:R:3:forces:R:3:nbo_charge:R:1
C -0.96501 -0.53662 -0.49539 0.497 1.478 1.205 0.226
C -1.45266 0.62882 0.08734 5.450 -1.485 -1.270 0.157
C 0.81348 0.68486 0.60228 2.231 6.385 3.112 0.701
C 0.48664 -0.46422 -0.30819 3.882 -3.425 0.045 0.342
H -2.32154 1.10535 0.15551 -3.875 1.156 0.277 0.208
O -0.41855 1.56668 0.53461 0.116 -4.124 -0.424 -0.503
O 1.78085 1.17410 1.25689 -4.811 -3.527 -3.716 -0.434
O 1.43759 -1.22157 -0.62204 -3.325 1.956 0.345 -0.425
F -1.48581 -1.68179 -0.98083 -0.165 1.586 0.424 -0.271
```
Forces are in eV/Å.

=====

# C19H24N7RuS

C19H24N7RuS as an isolated structure (ωB97M-V/def2-TZVPD, the Open Molecules 2025 dataset).

Computed properties:
HOMO energy (alpha / beta)	-17.235 / -17.274	eV
gap between HOMO and LUMO (alpha / beta)	0.2960 / 0.1955	hartree
max |F|	0.1	eV Å⁻¹
spin multiplicity	5
net charge	+3

```
52
Properties=species:S:1:pos:R:3:forces:R:3:nbo_charge:R:1
Ru -0.61324 0.62194 -0.76479 -0.045 0.004 0.101 1.003
C -1.01211 -0.40247 3.47328 -0.001 0.003 0.008 -0.703
C -1.12252 -0.21438 2.00478 -0.011 -0.008 -0.030 0.334
N -0.34169 0.54998 1.30988 0.036 -0.018 0.006 -0.321
N 0.66850 1.23732 1.92984 -0.013 -0.009 -0.025 -0.388
C 1.55086 1.70514 1.09804 0.000 -0.001 0.014 0.304
N 2.61499 2.36931 1.54334 0.001 0.008 -0.009 -0.745
S 1.45833 1.50031 -0.68296 0.018 0.022 -0.004 0.045
C -2.13384 -0.95140 1.20927 0.006 0.001 0.017 0.138
C -3.02256 -1.83548 1.78589 0.000 -0.002 -0.009 -0.184
C -3.91188 -2.53625 0.97448 0.008 0.006 0.015 -0.081
C -3.88098 -2.33446 -0.39333 0.001 0.005 -0.014 -0.212
C -2.96345 -1.43659 -0.91254 -0.015 -0.014 0.006 0.095
N -2.11403 -0.75126 -0.13755 0.011 0.031 -0.011 -0.516
H -0.25905 0.25556 3.89149 -0.002 -0.001 0.003 0.282
H -0.73586 -1.43789 3.69038 0.001 -0.001 -0.004 0.277
H -1.97294 -0.21492 3.95591 0.000 0.004 0.000 0.263
H 2.79631 2.40522 2.53627 -0.002 0.002 0.001 0.440
H 3.35016 2.65815 0.91892 0.003 -0.005 0.003 0.431
H -3.01903 -1.99038 2.85506 -0.004 -0.005 0.000 0.263
H -4.61112 -3.23608 1.41286 0.000 -0.001 0.001 0.269
H -4.54744 -2.86563 -1.05811 0.001 0.002 -0.003 0.271
H -2.89693 -1.25882 -1.97773 0.001 0.000 0.000 0.223
N -2.32016 5.62958 -0.71604 0.009 0.003 -0.006 -0.493
C -2.98602 4.70578 -1.69916 -0.007 0.001 0.001 -0.247
C -2.16540 3.43207 -1.86202 0.013 -0.015 -0.008 -0.259
N -1.90228 2.73380 -0.58625 0.006 -0.004 0.000 -0.634
C -1.26418 3.66672 0.36990 -0.003 0.002 -0.021 -0.267
C -2.06891 4.93786 0.59774 -0.008 0.001 0.008 -0.247
H -2.90448 6.45774 -0.56797 -0.002 -0.003 0.002 0.463
H -1.43728 5.97649 -1.10283 -0.002 0.001 0.001 0.442
H -3.08921 5.23120 -2.64721 0.000 -0.001 0.000 0.269
H -3.98162 4.49932 -1.30567 0.001 -0.001 0.000 0.239
H -1.19961 3.65705 -2.32263 -0.004 -0.004 -0.006 0.226
H -2.70974 2.77270 -2.53706 0.000 -0.001 0.000 0.247
H -2.78762 2.41233 -0.19585 -0.004 0.017 0.005 0.395
H -0.27284 3.90874 -0.02189 0.002 -0.004 0.009 0.227
H -1.11778 3.17236 1.32917 0.000 -0.004 0.005 0.261
H -1.53646 5.62846 1.24961 0.000 -0.003 0.003 0.268
H -3.04749 4.73284 1.03263 0.000 0.000 0.000 0.238
N 0.79875 -2.65685 -7.16422 -0.001 -0.007 -0.005 -0.068
C 0.59080 -2.13754 -6.15562 0.003 0.013 0.011 0.189
C 0.32874 -1.49441 -4.92136 0.003 -0.017 -0.027 0.018
C 0.87457 -2.01950 -3.72508 0.008 -0.007 0.028 -0.157
C 0.61912 -1.39024 -2.54070 -0.004 0.000 -0.013 -0.149
C -0.19807 -0.22036 -2.49330 -0.026 0.030 -0.054 -0.092
C -0.72968 0.29507 -3.71609 0.037 -0.048 -0.014 -0.233
C -0.47694 -0.32707 -4.90413 -0.018 0.029 0.012 -0.129
H 1.49237 -2.90671 -3.76887 -0.001 0.000 -0.002 0.275
H 1.04988 -1.78515 -1.62836 0.001 0.002 0.003 0.240
H -1.33719 1.19173 -3.71667 -0.001 0.001 0.006 0.222
H -0.87353 0.05371 -5.83600 0.002 -0.005 -0.003 0.269
```
Forces are in eV/Å.

=====

# C4H6ClNS

A single C4H6ClNS molecule in a non-equilibrium geometry (ωB97M-V/def2-TZVPD, the Open Molecules 2025 dataset).

Computed properties:
HOMO energy (alpha / beta)	-7.465 / -7.466	eV
gap between HOMO and LUMO (alpha / beta)	0.2774 / 0.2775	hartree
max |F|	6.7	eV Å⁻¹
spin multiplicity	1

```
13
Properties=species:S:1:pos:R:3:forces:R:3:nbo_charge:R:1
C 0.45078 -1.74480 0.44673 1.104 -1.915 0.939 -0.004
C -0.61080 0.34264 0.65793 -0.403 0.189 -2.042 0.191
C 1.74867 0.41590 -0.70912 -1.312 -0.962 1.420 -0.700
C -1.79072 0.70786 -0.22133 -2.592 -4.173 4.502 -0.653
N -0.38129 -0.90945 0.86303 -0.021 -0.141 0.317 -0.410
S 1.77867 -1.27401 -0.71968 -0.318 -0.629 0.620 0.301
Cl 2.67448 1.25501 0.51923 0.231 0.167 0.302 -0.071
H 0.49567 -2.80696 0.92254 -0.102 1.932 -1.147 0.226
H -0.07270 1.14813 1.08564 0.780 0.304 0.837 0.228
H 1.92959 0.77353 -1.67045 0.058 0.948 -1.365 0.206
H -2.42196 -0.26836 -0.37931 1.183 1.827 0.135 0.218
H -1.35621 0.95362 -1.06934 1.439 1.792 -4.244 0.240
H -2.44418 1.40689 0.27411 -0.046 0.660 -0.275 0.228
```
Forces are in eV/Å.

=====

# C5H3Cl2F4NOS

A 2-piece molecular cluster, C5H3Cl2F4NOS overall in a non-equilibrium geometry (ωB97M-V/def2-TZVPD, the Open Molecules 2025 dataset).

Computed properties:
HOMO energy	-10.020	eV
gap between HOMO and LUMO	0.3441	hartree
SMILES string	O=C1CSC(C(F)(F)Cl)=N1.FC(F)Cl
max |F|	3.8	eV Å⁻¹
spin multiplicity	1

```
17
Properties=species:S:1:pos:R:3:forces:R:3:nbo_charge:R:1
C 1.65877 -0.71702 0.69355 3.148 -2.066 -0.508 0.678
C 1.78256 -2.32531 0.52279 -1.424 1.302 -1.031 -0.658
C -0.35639 -1.17753 -0.01281 -0.722 2.128 0.146 0.044
C -0.47801 3.14486 -0.29623 1.373 -0.161 -1.592 0.539
C -1.77695 -0.74802 -0.43506 -0.531 1.249 0.459 0.636
N 0.39969 -0.26175 0.46717 -1.037 0.724 -0.004 -0.485
O 2.67269 -0.10557 0.89536 -0.830 0.406 0.291 -0.500
F 0.26963 2.29952 -1.08827 -0.138 0.528 0.282 -0.349
F -1.66010 2.57614 -0.20354 -0.711 0.202 0.662 -0.312
F -2.26381 0.27316 0.30531 1.011 -0.105 0.166 -0.305
F -2.65541 -1.69372 -0.21011 -0.536 -2.034 -0.097 -0.304
S 0.20609 -2.73680 -0.19179 -0.756 -2.093 -0.518 0.388
Cl 0.38846 3.22084 1.28026 -0.824 0.396 -0.888 -0.039
Cl -1.90787 -0.24272 -2.11661 0.496 -0.179 -0.233 -0.001
H 2.48037 -2.79379 -0.15577 0.806 0.738 -0.009 0.257
H 1.83266 -2.79813 1.45761 0.250 -0.507 1.458 0.246
H -0.59239 4.08584 -0.91188 0.425 -0.530 1.417 0.164
```
Forces are in eV/Å.

=====

# C4H11NO

A single C4H11NO molecule in a non-equilibrium geometry (ωB97M-V/def2-TZVPD, the Open Molecules 2025 dataset).

Computed properties:
HOMO energy	-9.590	eV
gap between HOMO and LUMO	0.3845	hartree
SMILES string	C[C@H](O)CCN
max |F|	5.3	eV Å⁻¹
spin multiplicity	1

```
17
Properties=species:S:1:pos:R:3:forces:R:3:nbo_charge:R:1
C 0.54292 -0.17656 0.88066 0.012 0.552 -0.104 -0.441
C 0.08508 -0.98442 -0.36863 -1.374 0.155 -1.391 0.114
C -1.46340 -1.00651 -0.58518 1.478 -0.432 0.240 -0.639
O 0.43438 -2.40008 -0.38005 2.062 0.812 -0.469 -0.731
C 0.63923 1.42806 0.86326 -4.581 -2.632 0.672 -0.199
N -0.17307 1.87296 -0.28132 0.928 -0.834 -0.725 -0.829
H -0.14359 -0.49659 1.66656 0.499 -0.057 0.364 0.207
H 1.57143 -0.45488 1.01862 0.372 -0.750 0.814 0.206
H 0.54140 -0.62176 -1.29626 -0.029 0.628 0.209 0.146
H -1.65835 -1.65770 -1.48628 -0.050 0.970 0.932 0.214
H -1.76782 0.04671 -0.66776 -0.431 -0.610 -0.023 0.237
H -1.83139 -1.53031 0.32289 -0.318 0.477 -0.579 0.202
H 1.22297 -2.41648 -0.99745 -1.339 -0.467 1.348 0.465
H 0.38323 1.91548 1.84555 0.054 -0.726 -1.013 0.191
H 1.53307 1.71556 0.55746 4.695 0.842 -0.159 0.163
H -0.49866 2.77485 -0.12574 -0.900 2.000 0.282 0.352
H 0.58257 1.99166 -0.96633 -1.076 0.071 -0.397 0.343
```
Forces are in eV/Å.